Record 1
Formula: C2H4ClIN2O
Source: the Open Molecules 2025 dataset
Level of theory: ωB97M-V/def2-TZVPD

The geometry in XYZ format:
```
11
Properties=species:S:1:pos:R:3
C 0.421 0.684 -0.384
C -0.477 -0.417 0.146
N 0.729 0.506 -1.699
N -0.278 -0.819 1.951
O 0.793 1.475 0.452
Cl -0.555 -1.907 -0.618
I -2.471 0.527 0.072
H 0.139 -0.185 -2.236
H 1.216 1.156 -2.185
H 0.686 -1.217 2.083
H -0.204 0.197 2.418
```

Values from the calculation:
gap between HOMO and LUMO = 9.564 eV
energy above the lowest of the compared OMol25 structures with the same formula, charge and spin = 32.6 kcal/mol
E_LUMO = -0.213 eV
HOMO = -9.8 eV
spin multiplicity = 1

Record 2
Formula: C42H40N3
Source: the Open Molecules 2025 dataset
Level of theory: ωB97M-V/def2-TZVPD

The geometry in XYZ format:
```
85
Properties=species:S:1:pos:R:3
C 1.728 1.531 5.093
C 0.551 0.804 5.270
C -0.176 0.368 4.156
C 0.296 0.594 2.854
C -0.590 0.245 1.638
C -1.488 -0.976 1.965
C -2.858 -1.018 1.655
C -3.632 -2.132 1.993
C -3.063 -3.219 2.658
C -1.711 -3.173 3.007
C -0.936 -2.062 2.672
C -1.413 1.510 1.371
C -1.556 2.634 2.201
C -2.359 3.709 1.801
C -3.075 3.663 0.594
C -2.985 2.512 -0.202
C -2.143 1.482 0.188
C 0.267 -0.174 0.365
C 1.452 -1.014 0.828
C 1.883 -1.983 -0.261
C 0.608 -2.348 -0.986
N -0.411 -1.165 -0.718
C 1.461 1.357 2.687
C 2.172 1.815 3.801
H 2.286 1.876 5.963
H 0.180 0.558 6.267
H -1.113 -0.174 4.325
H -3.371 -0.156 1.223
H -4.695 -2.114 1.751
H -3.673 -4.088 2.911
H -1.252 -3.993 3.564
H 0.087 -2.020 3.067
H -1.058 2.703 3.170
H -2.441 4.604 2.427
H -3.705 4.492 0.272
H -3.563 2.420 -1.126
H -2.019 0.570 -0.404
H 0.574 0.698 -0.228
H 2.299 -0.453 1.232
H 1.108 -1.642 1.652
H 2.599 -1.529 -0.967
H 2.370 -2.879 0.158
H 0.831 -2.464 -2.058
H 0.110 -3.266 -0.660
H -1.203 -1.531 -0.174
H 1.823 1.586 1.682
H 3.084 2.387 3.646
C -1.876 3.515 -4.301
N -2.081 2.247 -3.622
C -1.117 1.522 -2.966
C -1.663 0.299 -2.537
C -0.876 -0.899 -2.062
C -1.677 -2.139 -2.416
C -2.363 -2.941 -1.502
N -2.642 -4.155 -2.087
C -3.427 -5.199 -1.465
C -2.148 -4.163 -3.399
C -1.537 -2.901 -3.636
C -0.753 -2.686 -4.771
C -0.662 -3.720 -5.707
C -1.276 -4.960 -5.484
C -2.006 -5.212 -4.303
C -3.066 0.307 -2.927
C -3.288 1.534 -3.612
C -4.518 1.895 -4.150
C -5.591 1.005 -3.925
C -5.400 -0.211 -3.251
C -4.143 -0.551 -2.743
H -2.853 3.861 -4.646
H -1.445 4.256 -3.615
H -1.193 3.384 -5.158
H -0.076 1.834 -2.900
H 0.033 -0.814 -2.673
H -2.705 -2.735 -0.476
H -3.145 -6.180 -1.876
H -3.254 -5.183 -0.379
H -4.507 -5.038 -1.636
H -0.238 -1.728 -4.881
H -0.099 -3.560 -6.629
H -1.172 -5.736 -6.237
H -2.440 -6.183 -4.103
H -4.615 2.829 -4.704
H -6.586 1.272 -4.262
H -6.237 -0.898 -3.113
H -3.999 -1.497 -2.222
```

Values from the calculation:
gap between HOMO and LUMO = 8.249 eV
energy above the lowest of the compared OMol25 structures with the same formula, charge and spin = 9.8 kcal/mol
E_LUMO = -1.952 eV
SMILES = Cn1cc(C(c2cn(C)c3ccccc23)[N@H+]2CCC[C@@H]2C(c2ccccc2)(c2ccccc2)c2ccccc2)c2ccccc21
charge = +1
HOMO = -10.2 eV
spin multiplicity = 1

Record 3
Formula: C4H6O2
Source: the Open Molecules 2025 dataset
Level of theory: ωB97M-V/def2-TZVPD

The geometry in XYZ format:
```
12
Properties=species:S:1:pos:R:3
C 1.346 0.103 0.521
O 1.178 -0.919 -0.403
C -0.274 0.241 -0.855
C -1.296 -0.716 -0.353
O -1.135 -0.211 0.989
C -0.099 0.690 0.559
H 1.894 0.948 0.071
H 1.795 -0.160 1.487
H -0.069 0.705 -1.815
H -2.332 -0.682 -0.700
H -0.831 -1.695 -0.479
H -0.175 1.697 0.979
```

Values from the calculation:
gap between HOMO and LUMO (spin up / spin down) = 9.549 / 9.549 eV
energy above the lowest of the compared OMol25 structures with the same formula, charge and spin = 108.1 kcal/mol
E_LUMO (spin up / spin down) = 0.433 / 0.433 eV
HOMO (spin up / spin down) = -9.1 / -9.1 eV
spin multiplicity = 1

Record 4
Formula: C3H10N4
Source: the Open Molecules 2025 dataset
Level of theory: ωB97M-V/def2-TZVPD

The geometry in XYZ format:
```
17
Properties=species:S:1:pos:R:3
C 0.913 0.600 -1.579
N 0.104 0.345 -2.645
N 1.047 1.693 -0.944
H -0.535 1.056 -2.964
H 0.412 1.402 0.840
H 0.437 2.442 -1.268
H 0.167 -0.520 -3.150
H 1.618 -0.196 -1.358
H -0.881 -0.177 0.039
C -0.795 -0.224 1.152
C 0.027 -1.447 1.472
N -0.259 1.046 1.574
N -0.381 -2.618 1.675
H 0.221 0.957 2.464
H -1.397 -2.715 1.658
H -1.802 -0.342 1.570
H 1.106 -1.300 1.463
```

Values from the calculation:
gap between HOMO and LUMO = 9.602 eV
energy above the lowest of the compared OMol25 structures with the same formula, charge and spin = 21.7 kcal/mol
E_LUMO = 0.781 eV
SMILES = [H]/N=C\CN.[H]/N=C\N
HOMO = -8.8 eV
spin multiplicity = 1

Record 5
Formula: C4H12
Source: the Open Molecules 2025 dataset
Level of theory: ωB97M-V/def2-TZVPD

The geometry in XYZ format:
```
16
Properties=species:S:1:pos:R:3
C 1.134 -1.401 -1.404
C 1.468 -1.980 -0.027
H 1.994 -1.010 -1.941
H 0.770 -2.196 -2.062
H 0.353 -0.652 -1.337
H 1.062 -1.388 0.790
H 1.082 -2.986 0.133
H 2.550 -2.066 0.074
C -0.990 1.053 0.458
C -1.627 2.318 0.983
H -0.840 1.125 -0.621
H 0.008 0.907 0.874
H -1.527 0.114 0.568
H -2.302 2.147 1.819
H -2.152 2.838 0.173
H -0.905 3.080 1.266
```

Values from the calculation:
gap between HOMO and LUMO = 12.756 eV
energy above the lowest of the compared OMol25 structures with the same formula, charge and spin = 6.7 kcal/mol
E_LUMO = 1.164 eV
SMILES = CC.CC
HOMO = -11.6 eV
spin multiplicity = 1

Record 6
Formula: C14H20N2O3S
Source: the Open Molecules 2025 dataset
Level of theory: ωB97M-V/def2-TZVPD

The geometry in XYZ format:
```
40
Properties=species:S:1:pos:R:3
C -4.280 -2.537 0.680
C -5.170 -1.671 1.126
C -5.683 -0.535 0.316
H -6.766 -0.438 0.387
H -5.358 -0.590 -0.721
S -5.032 1.054 0.966
C -3.463 1.093 0.197
N -3.151 0.217 -0.695
C -1.920 0.284 -1.270
C -1.016 1.257 -0.945
C -1.353 2.258 0.045
O -0.661 3.181 0.421
N -2.638 2.092 0.581
H -2.931 2.762 1.283
C 0.360 1.350 -1.543
C 1.290 0.404 -0.800
O 1.223 -0.799 -0.847
O 2.166 1.081 -0.070
C 3.096 0.336 0.716
C 4.326 -0.042 -0.106
C 5.342 -0.856 0.694
C 6.010 -0.057 1.807
H 5.292 0.227 2.572
H 6.789 -0.651 2.279
H 6.464 0.847 1.407
H 6.111 -1.212 0.005
H 4.847 -1.732 1.118
H 3.991 -0.631 -0.963
H 4.794 0.870 -0.483
H 2.604 -0.567 1.094
H 3.356 0.996 1.545
H 0.343 1.069 -2.597
H 0.730 2.368 -1.417
C -1.644 -0.777 -2.284
H -2.499 -1.442 -2.355
H -1.460 -0.329 -3.260
H -0.760 -1.342 -1.995
H -5.551 -1.730 2.137
H -3.915 -3.343 1.293
H -3.881 -2.469 -0.318
```

Values from the calculation:
gap between HOMO and LUMO = 9.175 eV
energy above the lowest of the compared OMol25 structures with the same formula, charge and spin = 18.8 kcal/mol
E_LUMO = 0.631 eV
SMILES = C=CCSc1nc(C)c(CC(=O)OCCCC)c(=O)[nH]1
HOMO = -8.5 eV
spin multiplicity = 1

Record 7
Formula: C13H24I2O4S2TiY
Source: the Open Molecules 2025 dataset
Level of theory: ωB97M-V/def2-TZVPD

The geometry in XYZ format:
```
47
Properties=species:S:1:pos:R:3
I -0.514 -3.034 -0.426
I -0.348 -2.178 -4.102
Y 0.091 1.222 -3.155
Ti -0.162 -0.376 -0.267
S 1.547 -0.532 -1.772
S -1.748 0.127 -1.695
C 0.932 1.485 0.206
C 3.476 -0.943 -2.020
C -3.762 0.161 -1.433
C 3.751 -0.818 -3.509
C 4.118 0.147 -1.161
C 3.665 -2.358 -1.514
C -4.333 -0.056 -2.819
C -3.954 1.567 -0.900
C -4.124 -0.955 -0.474
C 1.767 2.803 -2.405
C -0.646 3.271 -2.088
O 1.675 2.313 0.538
O 2.441 3.682 -2.075
O -0.922 4.267 -1.560
H 3.490 0.181 -3.894
H 3.166 -1.557 -4.083
H 4.825 -0.984 -3.711
H 3.713 1.141 -1.405
H 5.206 0.161 -1.326
H 3.913 -0.036 -0.098
H 3.345 -2.465 -0.470
H 4.733 -2.618 -1.580
H 3.087 -3.079 -2.112
H -5.424 0.060 -2.779
H -4.101 -1.059 -3.196
H -3.938 0.664 -3.544
H -5.019 1.791 -0.776
H -3.513 2.313 -1.573
H -3.481 1.700 0.081
H -5.204 -0.929 -0.268
H -3.595 -0.896 0.486
H -3.885 -1.938 -0.896
C -2.151 0.716 3.642
C -0.905 0.462 2.808
O -1.314 0.116 1.441
H -2.697 1.631 3.370
H -1.847 0.859 4.680
H -2.841 -0.134 3.601
H -0.293 1.371 2.761
H -0.300 -0.389 3.140
H -2.192 0.506 1.258
```

Values from the calculation:
gap between HOMO and LUMO (spin up / spin down) = 5.129 / 5.046 eV
<S²> = 0.76
energy above the lowest of the compared OMol25 structures with the same formula, charge and spin = 3.6 kcal/mol
E_LUMO (spin up / spin down) = -16.063 / -16.062 eV
charge = +4
HOMO (spin up / spin down) = -21.2 / -21.1 eV
spin multiplicity = 2

Record 8
Formula: C3H5NS3
Source: the Open Molecules 2025 dataset
Level of theory: ωB97M-V/def2-TZVPD

The geometry in XYZ format:
```
12
Properties=species:S:1:pos:R:3
C 0.176 2.087 0.775
C -1.231 -1.091 0.027
C 1.129 -1.173 0.073
H -0.704 1.959 1.394
H 0.292 3.127 0.563
H 1.116 1.704 1.270
H -1.138 -2.210 0.125
H 0.942 -2.156 0.393
N -0.001 -0.446 -0.124
S 0.022 1.147 -0.720
S -2.732 -0.457 0.124
S 2.651 -0.580 0.088
```

Values from the calculation:
gap between HOMO and LUMO = 7.872 eV
energy above the lowest of the compared OMol25 structures with the same formula, charge and spin = 21.4 kcal/mol
E_LUMO = -0.799 eV
SMILES = CSN(C=S)C=S
HOMO = -8.7 eV
spin multiplicity = 1